[1]
A cluster of 2 separate species, CCl2O2S in total in a non-equilibrium geometry. Source: the OMol25 dataset; level of theory: wB97M-V/def2-TZVPD.

Results
- orbital gap (spin up / spin down) (eV) = 7.4 / 8.2
- energy relative to the best compared isomer or geometry (same formula, charge and spin) (kJ/mol) = 147.6

ORCA input file:
```
! wB97M-V def2-TZVPD RIJCOSX def2/J DEFGRID3
* xyz 0 1
C 1.437 0.005 0.123
O 1.464 -0.892 0.888
O -1.558 -1.391 -0.153
S -1.275 -0.053 -0.633
Cl 2.368 1.138 -0.827
Cl -2.434 1.193 0.602
*
```

Computed Mulliken charges, given in elementary charges: atom 1 (C): 0.41, atom 2 (O): -0.30, atom 3 (O): -0.35, atom 4 (S): 0.48, atom 5 (Cl): -0.07, atom 6 (Cl): -0.17


[2]
The molecule CCl4. Source: the OMol25 dataset; level of theory: wB97M-V/def2-TZVPD.

Results
- structure (SMILES) = ClC(Cl)(Cl)Cl
- orbital gap (eV) = 11.7
- energy relative to the best compared isomer or geometry (same formula, charge and spin) (kJ/mol) = 0.8

ORCA input file:
```
! wB97M-V def2-TZVPD RIJCOSX def2/J DEFGRID3
* xyz 0 1
Cl 0.585 -1.123 1.227
C 0.007 0.008 0.005
Cl 0.591 -0.516 -1.577
Cl -1.766 0.021 -0.023
Cl 0.584 1.611 0.368
*
```

Computed Mulliken charges, given in elementary charges: atom 1 (Cl): -0.10, atom 2 (C): 0.38, atom 3 (Cl): -0.10, atom 4 (Cl): -0.10, atom 5 (Cl): -0.09